This record from the OMol25 dataset describes a structure of composition C21H33O11PdS3 at a distorted geometry. The level of theory is ωB97M-V/def2-TZVPD.

Atoms and positions in Å:
1 Pd -0.0429 -0.4760 0.5353
2 C 2.0530 3.4298 -0.5203
3 C 2.3796 2.0432 0.0807
4 C 3.0127 2.2954 1.4876
5 O 1.1863 1.2917 0.1023
6 H 1.3710 3.9679 0.1380
7 H 1.4491 3.3610 -1.4251
8 H 2.8982 4.0891 -0.7180
9 H 2.9952 1.5602 -0.6781
10 H 3.3626 1.3442 1.8888
11 H 2.2820 2.7082 2.1830
12 H 3.9088 2.8996 1.3460
13 C -0.7407 -3.5204 -2.5351
14 C -1.7518 -4.5699 -2.5983
15 C -2.8127 -4.7495 -1.3357
16 O -3.6188 -5.6883 -1.6565
17 C -2.6470 -3.8920 -0.1968
18 C -1.6317 -2.9967 -0.1792
19 C -0.7469 -2.7481 -1.3902
20 O 0.0797 -1.7466 -1.4805
21 O -1.5869 -2.2596 0.8580
22 O -1.7584 -5.4277 -3.4684
23 H -0.2212 -3.3500 -3.4664
24 H -3.2401 -4.0192 0.6968
25 C -1.5054 0.8160 -3.7202
26 C -0.4920 1.6141 -3.0054
27 C -1.1933 2.5247 -1.9700
28 S -2.3946 1.4598 -1.1666
29 O -3.6725 2.1556 -0.8937
30 O -1.7148 0.7435 -0.1067
31 C -2.4852 0.3311 -2.6778
32 H -1.1339 0.0420 -4.3918
33 H -2.0067 1.5515 -4.3493
34 H 0.1514 2.2021 -3.6599
35 H 0.1423 0.9119 -2.4644
36 H -1.6746 3.3589 -2.4805
37 H -0.5787 2.9533 -1.1784
38 H -3.4689 0.5046 -3.1141
39 H -2.5143 -0.7148 -2.3721
40 C -4.0488 2.2393 2.6557
41 C -2.9161 3.1662 2.5266
42 C -1.7015 2.6791 3.4440
43 S -1.7867 0.8094 3.3787
44 O -1.7648 0.3753 4.7770
45 O -0.8816 0.2087 2.3472
46 C -3.5585 0.7607 2.7281
47 H -4.7158 2.3305 1.7984
48 H -4.7061 2.4558 3.4978
49 H -3.0782 4.2170 2.7664
50 H -2.5805 3.1021 1.4915
51 H -1.9442 2.8656 4.4901
52 H -0.6823 3.0550 3.3543
53 H -4.1065 0.0421 3.3376
54 H -3.4252 0.4790 1.6836
55 C 4.5674 -1.8634 -0.7912
56 C 5.2734 -1.8646 0.5818
57 C 4.1577 -1.6355 1.6657
58 S 2.7200 -2.7412 1.0448
59 O 1.4409 -2.0144 1.1115
60 O 2.9113 -4.0481 1.6981
61 C 3.3842 -2.8342 -0.6791
62 H 5.1613 -2.1257 -1.6668
63 H 4.2679 -0.8244 -0.9278
64 H 5.9544 -1.0187 0.6751
65 H 5.8141 -2.7921 0.7703
66 H 3.7476 -0.6269 1.6141
67 H 4.4602 -1.7985 2.7001
68 H 2.5707 -2.7752 -1.4022
69 H 3.8275 -3.8240 -0.7883

Calculated values
**LUMO (alpha / beta)**: 0.078 / 0.078 Eh
**Spin multiplicity**: 3
**E_tot**: -80815.8425 eV
**Orbital gap (alpha / beta)**: 6.187 / 6.160 eV
**E_HOMO (alpha / beta)**: -4.06 / -4.04 eV
**Net charge**: -1

Results of the Löwdin charge analysis, in e, for atoms 1 through 4: 1.095, -0.094, -0.568, -0.059